<a>
# C11H10BrNSV

A structure of composition C11H10BrNSV (the ωB97M-V functional and the def2-TZVPD basis, the Open Molecules 2025 dataset).

Element x y z (Å)
C -1.20 -0.83 -1.61
C -1.45 -1.91 -0.70
C -2.07 -1.35 0.48
H -1.22 -2.95 -0.88
C -2.26 0.06 0.26
C -1.71 0.39 -1.03
H -1.74 1.36 -1.50
H -0.76 -0.93 -2.60
H -2.39 -1.91 1.36
H -2.79 0.75 0.91
V -0.14 -0.40 0.17
Br 1.04 -2.39 1.03
C 2.05 1.19 0.58
C 1.12 1.90 -0.24
C 0.98 1.18 -1.47
H 0.67 2.87 -0.02
C 1.79 0.00 -1.39
C 2.49 0.04 -0.14
H 3.28 -0.63 0.16
H 2.45 1.52 1.54
H 0.46 1.53 -2.35
H 1.95 -0.73 -2.17
S -0.10 0.29 4.65
C -0.19 0.43 3.08
N -0.26 0.50 1.88

The molar mass is 319.1 g/mol. Its expectation value of S² is 2.03. As for the spin multiplicity: 3. As for the charge: -1.

=====

<b>
# C11H10BrNSV

A structure of composition C11H10BrNSV (the ωB97M-V functional and the def2-TZVPD basis, the Open Molecules 2025 dataset).

Element x y z (Å)
C 1.74 -1.20 -0.60
C 2.12 -0.13 -1.48
C 2.28 1.06 -0.69
H 2.29 -0.22 -2.54
C 2.08 0.71 0.69
C 1.71 -0.68 0.75
H 1.54 -1.24 1.66
H 1.58 -2.23 -0.89
H 2.54 2.04 -1.06
H 2.25 1.34 1.56
V 0.33 0.34 -0.43
Br -0.57 1.12 -2.60
C -2.49 -0.06 0.65
C -1.54 -0.72 1.49
C -0.91 -1.75 0.72
H -1.39 -0.54 2.55
C -1.46 -1.73 -0.61
C -2.45 -0.69 -0.64
H -3.09 -0.46 -1.48
H -3.15 0.74 0.94
H -0.24 -2.51 1.11
H -1.23 -2.43 -1.40
S -1.05 4.48 0.88
C -0.62 2.98 0.75
N -0.29 1.81 0.68

The molar mass is 319.1 g/mol. Its expectation value of S² is 2.03. As for the spin multiplicity: 3. As for the charge: -1.

=====

Going by the computed energies, the most stable comes first: <a>, <b>.

=====

<a>
# CH5N7

A cluster of 2 separate species, CH5N7 in total (the ωB97M-V functional and the def2-TZVPD basis, the Open Molecules 2025 dataset).

Element x y z (Å)
C 0.08 0.84 0.31
H 3.02 -0.01 0.50
H 1.83 -0.91 0.65
H -2.32 -0.81 1.02
H 0.21 0.30 -2.00
H -0.35 -1.82 -1.53
N 2.21 -0.21 -0.14
N 1.37 0.90 0.11
N -0.81 1.60 1.07
N -2.01 1.06 1.07
N -2.02 -0.06 0.35
N -0.62 -0.42 0.01
N -0.58 -0.46 -1.40

The molar mass is 115.1 g/mol. As for the charge: 0.

=====

<b>
# CH5N7

An isolated molecule of CH5N7 (the ωB97M-V functional and the def2-TZVPD basis, the Open Molecules 2025 dataset).

Element x y z (Å)
C 0.20 -0.92 0.03
H -3.02 -0.75 0.16
H -1.85 -0.17 -1.38
H 2.35 1.16 -0.09
H -0.01 1.12 1.44
H -0.83 1.82 0.18
N -1.96 -0.39 -0.26
N -1.03 -1.38 0.12
N 1.31 -1.70 0.24
N 2.30 -0.93 0.04
N 1.95 0.31 -0.51
N 0.48 0.40 -0.43
N 0.11 1.43 0.46

The molar mass is 115.1 g/mol. As for the charge: 0.

=====

Going by the computed energies, the most stable comes first: <b>, <a>.

=====

<a>
# C8H8O3

An isolated molecule of C8H8O3 (the ωB97M-V functional and the def2-TZVPD basis, the Open Molecules 2025 dataset).

Element x y z (Å)
C -1.70 2.58 0.74
C -0.52 0.61 -0.28
C 0.77 1.04 0.25
C 1.75 0.06 0.47
C 1.26 -1.28 0.20
C 0.14 -1.49 -0.98
C -0.92 -0.62 -0.92
C -2.31 -0.52 -1.66
H -1.62 2.46 1.81
H -1.17 3.37 0.23
H -2.96 2.71 0.68
H 0.93 2.18 0.67
H 0.23 -2.41 -1.49
H -2.09 0.31 -2.57
H -3.26 -0.13 -1.08
H -2.48 -1.41 -2.27
O -1.66 1.33 0.13
O 2.69 0.09 1.27
O 1.66 -2.60 0.75

The molar mass is 152.1 g/mol. As for the charge: 0.

=====

<b>
# C8H8O3

An isolated molecule of C8H8O3 (the ωB97M-V functional and the def2-TZVPD basis, the Open Molecules 2025 dataset).

Element x y z (Å)
C -3.09 0.85 -0.12
C -1.62 0.52 -0.04
C -0.58 1.45 -0.05
C 0.71 1.09 0.07
C 1.07 -0.32 0.11
C 2.48 -0.64 0.33
C 0.02 -1.18 0.12
C -1.29 -0.86 0.09
H -3.53 0.37 -0.97
H -3.67 0.45 0.79
H -3.03 1.95 -0.42
H -0.94 2.62 -0.17
H 2.46 1.70 -0.12
H 2.85 -0.61 1.28
H 0.47 -2.23 0.22
H -1.90 -2.68 -0.07
O 1.71 2.08 0.07
O 3.22 -1.19 -0.55
O -2.31 -1.79 0.03

The molar mass is 152.1 g/mol. As for the charge: 0.

=====

<c>
# C8H8O3

An isolated molecule of C8H8O3 (the ωB97M-V functional and the def2-TZVPD basis, the Open Molecules 2025 dataset).

Element x y z (Å)
C 3.25 0.01 -0.13
C 1.91 -0.73 -0.33
C -0.31 -0.09 0.13
C -1.15 -1.19 0.38
C -2.52 -1.04 0.29
C -3.14 0.29 -0.17
C -2.23 1.37 -0.27
C -0.89 1.12 -0.16
H 4.06 1.28 0.98
H 1.65 -0.66 -1.46
H 1.93 -1.80 -0.04
H -0.80 -2.20 0.79
H -3.13 -1.90 0.32
H -4.22 0.37 -0.47
H -2.52 2.39 -0.24
H -0.39 2.09 -0.27
O 3.17 0.95 0.93
O 4.34 -0.25 -0.62
O 1.00 0.01 0.34

The molar mass is 152.1 g/mol. As for the charge: 0.

=====

Going by the computed energies, the most stable comes first: <c>, <b>, <a>.

=====

<a>
# C36H84N12O12

A cluster of 12 separate species, C36H84N12O12 in total (the ωB97M-V functional and the def2-TZVPD basis, the Open Molecules 2025 dataset).

Element x y z (Å)
C -4.25 1.70 -4.31
O -4.23 2.70 -4.97
N -5.01 1.56 -3.16
C -4.83 0.43 -2.25
C -5.88 2.63 -2.66
H -3.65 0.80 -4.47
H -4.20 -0.40 -2.60
H -5.79 -0.02 -1.98
H -4.43 0.65 -1.26
H -5.75 3.52 -3.27
H -6.96 2.35 -2.62
H -5.61 2.84 -1.63
C -3.61 1.51 1.42
O -3.42 2.06 0.32
N -4.23 1.95 2.49
C -4.32 1.29 3.70
C -4.83 3.36 2.50
H -3.10 0.58 1.69
H -3.68 0.43 3.72
H -5.35 0.98 3.98
H -3.94 2.01 4.45
H -5.88 3.44 2.85
H -4.12 3.87 3.14
H -4.72 3.69 1.47
C -0.98 2.65 3.39
O -1.62 3.69 3.44
N -0.66 1.88 4.51
C 0.37 0.85 4.43
C -0.86 2.39 5.85
H -0.57 2.19 2.46
H 0.19 0.01 5.11
H 1.39 1.32 4.62
H 0.45 0.57 3.38
H -0.90 1.59 6.61
H -0.04 3.09 6.06
H -1.78 3.03 5.84
C 4.45 0.61 2.74
O 4.02 0.62 1.60
N 5.61 0.07 3.08
C 6.01 0.02 4.47
C 6.53 -0.55 2.11
H 3.93 1.09 3.59
H 6.37 -0.97 4.69
H 5.27 0.32 5.21
H 6.96 0.62 4.49
H 6.41 -0.13 1.12
H 7.51 -0.31 2.49
H 6.36 -1.62 2.05
C 1.25 -4.85 -0.34
O 2.18 -4.17 -0.69
N 1.31 -6.20 -0.33
C 0.21 -6.98 0.30
C 2.54 -6.88 -0.67
H 0.29 -4.45 0.03
H -0.26 -6.30 0.98
H 0.61 -7.81 0.91
H -0.48 -7.36 -0.47
H 3.01 -7.31 0.22
H 2.27 -7.64 -1.49
H 3.23 -6.13 -1.09
C -4.30 -3.57 0.29
O -5.29 -4.12 0.70
N -3.79 -2.47 0.85
C -2.58 -1.87 0.23
C -4.32 -1.86 2.02
H -3.66 -4.07 -0.49
H -2.83 -0.84 -0.10
H -2.19 -2.43 -0.56
H -1.80 -1.67 0.97
H -5.09 -2.46 2.43
H -3.51 -1.66 2.70
H -4.69 -0.87 1.83
C -0.03 -3.12 3.39
O -0.99 -2.43 3.23
N 1.24 -2.82 3.05
C 2.39 -3.66 3.42
C 1.51 -1.67 2.20
H -0.19 -4.08 3.92
H 2.89 -3.94 2.49
H 2.11 -4.61 3.94
H 3.08 -3.09 4.05
H 0.57 -1.24 1.85
H 2.11 -0.91 2.70
H 2.07 -2.01 1.33
C -0.18 3.09 -2.02
O 1.02 3.03 -1.83
N -0.77 4.01 -2.76
C -2.20 4.03 -2.87
C -0.02 4.79 -3.72
H -0.84 2.52 -1.40
H -2.57 3.91 -3.86
H -2.53 5.03 -2.56
H -2.65 3.33 -2.10
H 1.02 4.80 -3.36
H -0.05 4.40 -4.76
H -0.45 5.82 -3.59
C 4.47 -2.51 -2.88
O 4.54 -1.98 -3.97
N 5.30 -2.25 -1.82
C 5.29 -3.02 -0.60
C 6.24 -1.15 -1.87
H 3.70 -3.29 -2.61
H 6.28 -3.52 -0.50
H 4.48 -3.77 -0.55
H 5.24 -2.32 0.27
H 6.07 -0.54 -2.79
H 6.03 -0.45 -1.05
H 7.28 -1.54 -1.80
C -1.63 5.07 0.16
O -2.40 5.91 -0.27
N -0.34 5.38 0.41
C 0.64 4.49 0.99
C 0.31 6.42 -0.36
H -2.00 4.07 0.39
H 0.89 4.79 1.99
H 1.49 4.47 0.37
H 0.13 3.57 1.15
H 0.31 7.40 0.16
H 1.39 6.19 -0.62
H -0.23 6.58 -1.31
C 1.27 0.92 0.24
O 0.30 0.74 0.97
N 1.53 0.16 -0.80
C 2.77 0.25 -1.49
C 0.58 -0.78 -1.32
H 2.07 1.67 0.39
H 3.50 -0.58 -1.33
H 3.25 1.21 -1.25
H 2.63 0.15 -2.59
H -0.21 -0.97 -0.61
H 0.03 -0.45 -2.26
H 1.10 -1.68 -1.63
C -1.85 -2.09 -4.67
O -2.12 -1.51 -3.66
N -1.35 -1.47 -5.77
C -0.87 -2.16 -6.90
C -0.88 -0.10 -5.69
H -2.01 -3.16 -4.79
H 0.21 -2.28 -6.84
H -1.09 -1.67 -7.82
H -1.22 -3.20 -6.86
H -1.44 0.38 -4.88
H 0.22 0.03 -5.56
H -1.14 0.39 -6.65

The molar mass is 877.1 g/mol. As for the charge: 0.

=====

<b>
# C36H84N12O12

A cluster of 12 separate species, C36H84N12O12 in total (the ωB97M-V functional and the def2-TZVPD basis, the Open Molecules 2025 dataset).

Element x y z (Å)
C 5.57 4.25 -1.60
O 6.82 4.45 -1.39
N 4.83 3.45 -0.81
C 3.55 2.91 -1.35
C 5.37 2.72 0.35
H 4.95 4.72 -2.38
H 3.78 1.88 -1.63
H 2.92 3.57 -1.95
H 2.97 2.66 -0.47
H 6.42 2.95 0.54
H 4.82 3.00 1.25
H 5.24 1.64 0.45
C -1.77 0.85 3.83
O -1.30 0.14 2.98
N -1.05 1.50 4.78
C -1.66 2.34 5.82
C 0.39 1.43 4.95
H -2.83 1.03 4.08
H -2.73 2.42 5.64
H -1.20 3.32 5.75
H -1.48 1.98 6.83
H 0.57 0.80 5.82
H 0.83 1.09 4.02
H 0.80 2.44 4.97
C -2.06 -5.08 -1.66
O -2.03 -4.31 -0.73
N -1.02 -5.77 -2.15
C -1.15 -6.74 -3.19
C 0.36 -5.44 -2.01
H -3.00 -5.27 -2.19
H -0.19 -7.13 -3.53
H -1.76 -6.37 -4.01
H -1.69 -7.66 -2.95
H 0.77 -6.15 -1.30
H 1.07 -5.47 -2.83
H 0.46 -4.52 -1.44
C 0.90 -3.17 3.84
O 1.44 -3.45 4.92
N -0.23 -3.78 3.34
C -0.85 -3.11 2.15
C -1.03 -4.79 3.97
H 1.23 -2.33 3.21
H -0.75 -3.71 1.25
H -0.44 -2.10 2.09
H -1.90 -3.06 2.41
H -0.87 -5.74 3.47
H -0.72 -4.89 5.01
H -2.10 -4.61 4.06
C -1.97 -1.83 -5.61
O -2.88 -1.28 -6.25
N -1.79 -1.93 -4.29
C -0.58 -2.56 -3.86
C -2.86 -1.35 -3.35
H -1.27 -2.38 -6.25
H 0.26 -2.18 -4.45
H -0.62 -3.64 -3.76
H -0.32 -2.11 -2.90
H -3.40 -2.23 -3.01
H -2.45 -0.79 -2.51
H -3.56 -0.69 -3.85
C 7.11 -1.41 4.44
O 8.18 -0.87 4.49
N 6.00 -0.94 3.91
C 4.87 -1.85 3.76
C 5.88 0.15 3.03
H 6.98 -2.43 4.82
H 4.05 -1.13 3.70
H 4.65 -2.37 4.70
H 4.93 -2.37 2.80
H 6.25 0.01 2.02
H 4.88 0.57 3.10
H 6.38 1.05 3.40
C 1.50 0.80 0.97
O 2.67 0.46 1.28
N 0.60 0.01 0.19
C -0.74 0.55 -0.33
C 1.16 -1.19 -0.44
H 1.03 1.76 1.24
H -0.90 1.62 -0.18
H -1.66 -0.03 -0.31
H -0.41 0.71 -1.35
H 1.15 -1.01 -1.51
H 2.17 -1.38 -0.09
H 0.57 -2.10 -0.31
C -5.83 -1.31 1.79
O -6.71 -1.33 2.57
N -5.43 -2.21 0.90
C -4.08 -2.17 0.35
C -6.19 -3.44 0.44
H -5.22 -0.40 1.72
H -4.17 -2.29 -0.73
H -3.52 -2.96 0.87
H -3.63 -1.21 0.57
H -7.25 -3.58 0.68
H -6.17 -3.51 -0.64
H -5.65 -4.26 0.92
C -1.84 6.21 1.91
O -1.20 5.94 0.84
N -1.49 5.74 3.15
C -2.43 5.85 4.27
C -0.32 4.83 3.29
H -2.73 6.85 1.92
H -2.13 6.81 4.69
H -2.32 4.98 4.91
H -3.45 5.91 3.89
H -0.01 4.23 2.43
H 0.65 5.16 3.65
H -0.56 4.00 3.95
C 6.98 -2.04 -1.61
O 7.25 -2.74 -0.65
N 5.78 -1.46 -1.83
C 5.42 -0.77 -3.05
C 4.71 -1.69 -0.95
H 7.64 -1.63 -2.40
H 4.38 -1.01 -3.28
H 5.92 -1.22 -3.91
H 5.65 0.29 -2.98
H 4.28 -0.72 -0.71
H 3.80 -2.24 -1.21
H 4.96 -1.86 0.10
C -4.35 1.52 -1.22
O -4.68 0.51 -0.66
N -4.74 1.83 -2.45
C -4.27 3.10 -2.98
C -5.76 1.10 -3.27
H -3.64 2.20 -0.74
H -3.45 3.43 -2.33
H -4.98 3.92 -2.99
H -3.93 3.11 -4.01
H -6.39 0.46 -2.65
H -6.56 1.71 -3.67
H -5.37 0.46 -4.06
C -0.53 4.10 -2.80
O -0.02 3.17 -2.16
N -0.96 4.00 -4.04
C -1.74 5.04 -4.64
C -0.81 2.78 -4.79
H -0.74 5.05 -2.28
H -1.31 5.99 -4.31
H -2.83 5.03 -4.51
H -1.67 5.11 -5.73
H -1.35 2.73 -5.74
H 0.21 2.45 -4.99
H -1.32 1.94 -4.32

The molar mass is 877.1 g/mol. As for the charge: 0.

=====

Going by the computed energies, the most stable comes first: <a>, <b>.